Model one:
The following is a quantum chemistry calculation of 2 unconnected molecules or ions with the total composition C3H7N2P, from the OMol25 dataset.

Values from the calculation:
- Spin multiplicity: 1
- HOMO-LUMO gap: 0.34983 Ha
- Molar mass: 102.08 g/mol
- Structure (SMILES): CN=C=N.C=P
- HOMO level: -0.343 Ha

Each atom is followed by the atoms it is bonded to, with distances in Å.
CARTESIAN COORDINATES (ANGSTROEM)
1 C 1.006 0.332 1.592  N4 1.178, N5 1.190
2 C 1.642 1.664 -0.404  N5 1.460, H7 1.095, H8 1.148, H9 1.169
3 C -2.657 -1.782 -1.192  P6 1.683, H11 1.107, H12 1.065
4 N 1.229 -0.172 2.633  C1 1.178, H10 1.004
5 N 0.842 0.970 0.601  C1 1.190, C2 1.460
6 P -1.022 -1.387 -1.145  C3 1.683, H13 1.373
7 H 1.359 2.718 -0.313  C2 1.095
8 H 2.739 1.592 -0.073  C2 1.148
9 H 1.445 1.078 -1.396  C2 1.169
10 H 0.994 -1.077 2.999  N4 1.004
11 H -2.951 -2.769 -1.599  C3 1.107
12 H -3.411 -1.040 -1.071  C3 1.065
13 H -1.217 -0.129 -0.632  P6 1.373

natural (NBO) atomic charge list, values in e, 4 entries: C 0.668; C -0.413; C -0.777; N -0.751

***

Model two:
The following is a quantum chemistry calculation of 2 unconnected molecules or ions with the total composition C3H7N2P, from the OMol25 dataset.

Values from the calculation:
- Spin multiplicity: 1
- HOMO-LUMO gap: 0.37087 Ha
- Molar mass: 102.08 g/mol
- HOMO level: -0.339 Ha

Each atom is followed by the atoms it is bonded to, with distances in Å.
CARTESIAN COORDINATES (ANGSTROEM)
1 C 3.636 -0.732 -1.142  N4 1.166
2 C 0.027 0.695 -0.488  C3 1.605, N5 1.232, P6 1.881
3 C 0.543 -0.505 -1.422  C2 1.605, H8 1.120, H9 1.084, H10 1.135
4 N 3.855 -0.246 -0.105  C1 1.166, H11 0.971
5 N -0.372 1.768 -0.942  C2 1.232, H12 0.965
6 P 0.274 0.372 1.349  C2 1.881, H7 1.438, H13 1.442
7 H -0.381 -0.877 1.630  P6 1.438
8 H 1.123 -1.334 -0.942  C3 1.120
9 H -0.327 -0.920 -1.917  C3 1.084
10 H 1.328 -0.082 -2.124  C3 1.135
11 H 3.693 0.077 0.796  N4 0.971
12 H -0.550 2.433 -0.266  N5 0.965
13 H -0.803 1.229 1.777  P6 1.442

natural (NBO) atomic charge list, values in e, 4 entries: C 0.291; C 0.104; C -0.695; N -0.730

***

Winner for stability: model two

***

Model one:
The following is a quantum chemistry calculation of C20H31N3O3S in the gas phase, from the OMol25 dataset.

Values from the calculation:
- Spin multiplicity: 1
- HOMO-LUMO gap: 0.31860 Ha
- Molar mass: 393.55 g/mol
- Structure (SMILES): CCN1CCN(C(=O)[C@H]2CC[C@H](CNS(=O)(=O)c3ccccc3)CC2)CC1
- HOMO level: -0.295 Ha

Each atom is followed by the atoms it is bonded to, with distances in Å.
CARTESIAN COORDINATES (ANGSTROEM)
1 C -7.575 -2.255 0.204  H2 1.088, H3 1.087, H4 1.087, C5 1.535
2 H -8.407 -2.956 0.194  C1 1.088
3 H -7.639 -1.667 1.116  C1 1.087
4 H -6.652 -2.829 0.214  C1 1.087
5 C -7.660 -1.359 -1.039  C1 1.535, N6 1.443, H57 1.094, H58 1.095
6 N -6.658 -0.336 -1.219  C5 1.443, C7 1.442, C49 1.446
7 C -5.310 -0.746 -1.529  N6 1.442, H8 1.091, C9 1.543, H56 1.098
8 H -5.338 -1.691 -2.072  C7 1.091
9 C -4.392 -0.877 -0.296  C7 1.543, N10 1.444, H54 1.087, H55 1.096
10 N -4.422 0.357 0.454  C9 1.444, C11 1.354, C48 1.451
11 C -3.432 1.264 0.627  N10 1.354, O12 1.219, C13 1.525
12 O -3.634 2.310 1.219  C11 1.219
13 C -2.043 0.901 0.111  C11 1.525, C14 1.534, C18 1.529, H47 1.094
14 C -1.363 -0.040 1.114  C13 1.534, C15 1.525, H45 1.092, H46 1.092
15 C 0.049 -0.383 0.653  C14 1.525, C16 1.528, H43 1.090, H44 1.092
16 C 0.889 0.883 0.491  C15 1.528, C17 1.528, C23 1.532, H42 1.096
17 C 0.212 1.831 -0.499  C16 1.528, C18 1.525, H21 1.092, H22 1.093
18 C -1.203 2.169 -0.043  C13 1.529, C17 1.525, H19 1.092, H20 1.091
19 H -1.680 2.835 -0.765  C18 1.092
20 H -1.177 2.691 0.914  C18 1.091
21 H 0.795 2.749 -0.595  C17 1.092
22 H 0.177 1.355 -1.483  C17 1.093
23 C 2.303 0.531 0.020  C16 1.532, N24 1.443, H40 1.101, H41 1.092
24 N 2.971 -0.337 0.960  C23 1.443, S25 1.660, H39 1.007
25 S 4.098 -1.403 0.369  N24 1.660, O26 1.432, O27 1.432, C28 1.793
26 O 4.558 -2.166 1.489  S25 1.432
27 O 3.505 -2.070 -0.751  S25 1.432
28 C 5.429 -0.354 -0.215  S25 1.793, C29 1.381, C33 1.380
29 C 6.388 0.068 0.685  C28 1.381, C30 1.385, H38 1.079
30 C 7.390 0.921 0.254  C29 1.385, C31 1.387, H37 1.079
31 C 7.416 1.343 -1.067  C30 1.387, C32 1.386, H36 1.080
32 C 6.449 0.911 -1.961  C31 1.386, C33 1.386, H35 1.079
33 C 5.446 0.055 -1.533  C28 1.380, C32 1.386, H34 1.078
34 H 4.688 -0.315 -2.204  C33 1.078
35 H 6.478 1.237 -2.990  C32 1.079
36 H 8.197 2.008 -1.402  C31 1.080
37 H 8.150 1.255 0.944  C30 1.079
38 H 6.343 -0.294 1.700  C29 1.079
39 H 3.246 0.087 1.831  N24 1.007
40 H 2.880 1.450 -0.165  C23 1.101
41 H 2.250 -0.041 -0.908  C23 1.092
42 H 0.961 1.383 1.463  C16 1.096
43 H 0.532 -1.047 1.370  C15 1.090
44 H 0.008 -0.907 -0.305  C15 1.092
45 H -1.323 0.459 2.085  C14 1.092
46 H -1.946 -0.955 1.236  C14 1.092
47 H -2.112 0.414 -0.865  C13 1.094
48 C -5.768 0.685 0.885  N10 1.451, C49 1.537, H52 1.091, H53 1.095
49 C -6.684 0.813 -0.342  N6 1.446, C48 1.537, H50 1.090, H51 1.097
50 H -7.710 0.996 -0.022  C49 1.090
51 H -6.343 1.679 -0.924  C49 1.097
52 H -5.723 1.633 1.424  C48 1.091
53 H -6.121 -0.100 1.561  C48 1.095
54 H -3.384 -1.127 -0.618  C9 1.087
55 H -4.751 -1.680 0.358  C9 1.096
56 H -4.877 0.020 -2.186  C7 1.098
57 H -8.629 -0.852 -1.038  C5 1.094
58 H -7.624 -1.995 -1.930  C5 1.095

natural (NBO) atomic charge list, values in e, 4 entries: C -0.634; H 0.213; H 0.201; H 0.198

***

Model two:
The following is a quantum chemistry calculation of C20H31N3O3S in the gas phase, from the OMol25 dataset.

Values from the calculation:
- Spin multiplicity: 1
- HOMO-LUMO gap: 0.32228 Ha
- Molar mass: 393.55 g/mol
- Structure (SMILES): CCC(=O)N1CCc2cc(S(=O)(=O)NCCN3CCCC[C@@H]3CC)ccc21
- HOMO level: -0.302 Ha

Each atom is followed by the atoms it is bonded to, with distances in Å.
CARTESIAN COORDINATES (ANGSTROEM)
1 C -6.591 -0.359 -0.562  H2 1.088, H3 1.087, C4 1.530, H58 1.087
2 H -6.476 0.480 0.122  C1 1.088
3 H -7.480 -0.917 -0.277  C1 1.087
4 C -5.365 -1.274 -0.539  C1 1.530, C5 1.517, H56 1.091, H57 1.089
5 C -4.144 -0.502 -1.004  C4 1.517, O6 1.213, N7 1.368
6 O -3.834 -0.461 -2.176  C5 1.213
7 N -3.444 0.170 -0.041  C5 1.368, C8 1.394, C17 1.463
8 C -2.321 0.964 -0.274  N7 1.394, C9 1.388, C13 1.400
9 C -1.701 1.257 -1.480  C8 1.388, C10 1.388, H55 1.077
10 C -0.579 2.072 -1.455  C9 1.388, C11 1.381, H54 1.078
11 C -0.094 2.561 -0.258  C10 1.381, C12 1.385, S21 1.781
12 C -0.723 2.295 0.948  C11 1.385, C13 1.376, H20 1.078
13 C -1.846 1.499 0.929  C8 1.400, C12 1.376, C14 1.499
14 C -2.738 1.086 2.060  C13 1.499, H15 1.090, H16 1.092, C17 1.538
15 H -2.179 0.626 2.875  C14 1.090
16 H -3.260 1.954 2.466  C14 1.092
17 C -3.711 0.098 1.396  N7 1.463, C14 1.538, H18 1.091, H19 1.095
18 H -4.750 0.359 1.605  C17 1.091
19 H -3.530 -0.923 1.750  C17 1.095
20 H -0.331 2.727 1.854  C12 1.078
21 S 1.404 3.523 -0.236  C11 1.781, O22 1.436, O23 1.436, N24 1.682
22 O 1.604 4.123 -1.526  S21 1.436
23 O 1.404 4.360 0.930  S21 1.436
24 N 2.573 2.347 0.047  S21 1.682, H25 1.008, C26 1.453
25 H 3.199 2.695 0.755  N24 1.008
26 C 3.236 1.789 -1.120  N24 1.453, H27 1.096, H28 1.091, C29 1.534
27 H 3.189 2.530 -1.927  C26 1.096
28 H 4.281 1.581 -0.889  C26 1.091
29 C 2.572 0.494 -1.605  C26 1.534, N30 1.448, H52 1.093, H53 1.102
30 N 3.073 -0.680 -0.920  C29 1.448, C31 1.451, C37 1.457
31 C 2.778 -1.921 -1.611  N30 1.451, C32 1.526, H50 1.103, H51 1.093
32 C 3.675 -3.031 -1.069  C31 1.526, C33 1.523, H48 1.091, H49 1.091
33 C 3.466 -3.190 0.431  C32 1.523, C34 1.525, H46 1.092, H47 1.092
34 C 3.672 -1.841 1.114  C33 1.525, H35 1.091, H36 1.091, C37 1.535
35 H 3.475 -1.925 2.183  C34 1.091
36 H 4.713 -1.541 0.983  C34 1.091
37 C 2.783 -0.747 0.506  N30 1.457, C34 1.535, C38 1.544, H45 1.094
38 C 1.294 -0.936 0.869  C37 1.544, C39 1.523, H43 1.090, H44 1.092
39 C 0.995 -0.453 2.282  C38 1.523, H40 1.088, H41 1.088, H42 1.088
40 H 1.585 -0.997 3.016  C39 1.088
41 H -0.057 -0.603 2.517  C39 1.088
42 H 1.221 0.607 2.372  C39 1.088
43 H 1.008 -1.985 0.778  C38 1.090
44 H 0.681 -0.362 0.172  C38 1.092
45 H 3.092 0.215 0.926  C37 1.094
46 H 2.459 -3.564 0.624  C33 1.092
47 H 4.171 -3.920 0.835  C33 1.092
48 H 4.715 -2.760 -1.261  C32 1.091
49 H 3.459 -3.965 -1.590  C32 1.091
50 H 1.719 -2.214 -1.519  C31 1.103
51 H 2.989 -1.777 -2.675  C31 1.093
52 H 2.823 0.372 -2.662  C29 1.093
53 H 1.479 0.607 -1.533  C29 1.102
54 H -0.073 2.346 -2.367  C10 1.078
55 H -2.084 0.861 -2.405  C9 1.077
56 H -5.518 -2.083 -1.254  C4 1.091
57 H -5.223 -1.705 0.452  C4 1.089
58 H -6.736 0.037 -1.564  C1 1.087

natural (NBO) atomic charge list, values in e, 4 entries: C -0.595; H 0.199; H 0.216; C -0.493

***

Winner for stability: model two

***

Model one:
The following is a quantum chemistry calculation of CH5INP in the gas phase, from the OMol25 dataset.

Values from the calculation:
- Spin multiplicity: 1
- HOMO-LUMO gap: 0.33315 Ha
- Molar mass: 188.94 g/mol
- Structure (SMILES): CP(N)I
- HOMO level: -0.326 Ha

Each atom is followed by the atoms it is bonded to, with distances in Å.
CARTESIAN COORDINATES (ANGSTROEM)
1 C 0.693 1.306 -0.370  P3 2.192, H5 1.066, H6 0.984, H7 1.089
2 N 0.050 -1.552 0.468  P3 1.673, H8 1.088, H9 1.014
3 P -0.243 -0.609 -0.881  C1 2.192, N2 1.673, I4 2.537
4 I -2.612 0.096 -0.307  P3 2.537
5 H 0.537 1.270 0.684  C1 1.066
6 H 0.169 1.995 -0.839  C1 0.984
7 H 1.777 1.347 -0.457  C1 1.089
8 H -0.249 -1.338 1.492  N2 1.088
9 H -0.123 -2.517 0.209  N2 1.014

natural (NBO) atomic charge list, values in e, 4 entries: C -0.777; N -1.199; P 0.815; I -0.263

***

Model two:
The following is a quantum chemistry calculation of 2 unconnected molecules or ions with the total composition CH5INP, from the OMol25 dataset.

Values from the calculation:
- Spin multiplicity: 1
- HOMO-LUMO gap: 0.32069 Ha
- Molar mass: 188.94 g/mol
- Structure (SMILES): [H]/P=N/C.I
- HOMO level: -0.332 Ha

Each atom is followed by the atoms it is bonded to, with distances in Å.
CARTESIAN COORDINATES (ANGSTROEM)
1 C 0.069 0.754 0.541  N2 1.453, H5 1.081, H6 1.121, H7 1.082
2 N 0.607 -0.247 1.447  C1 1.453, P3 1.599
3 P -0.100 -1.670 1.622  N2 1.599, H9 1.434
4 I 0.176 -0.302 -3.577  H8 1.576
5 H 0.033 0.451 -0.495  C1 1.081
6 H -1.026 0.960 0.669  C1 1.121
7 H 0.654 1.650 0.705  C1 1.082
8 H -1.231 0.406 -3.584  I4 1.576
9 H 0.817 -2.003 2.672  P3 1.434

natural (NBO) atomic charge list, values in e, 4 entries: C -0.468; N -0.779; P 0.712; I -0.092

***

Winner for stability: model one

***

Model one:
The following is a quantum chemistry calculation of 2 unconnected molecules or ions with the total composition C7H16O, from the OMol25 dataset.

Values from the calculation:
- Spin multiplicity: 1
- HOMO-LUMO gap: 0.41402 Ha
- Molar mass: 116.20 g/mol
- Structure (SMILES): C1CCCCC1.CO
- HOMO level: -0.383 Ha

Each atom is followed by the atoms it is bonded to, with distances in Å.
CARTESIAN COORDINATES (ANGSTROEM)
1 C 2.109 -0.378 -0.625  C2 1.530, C3 1.530, H7 1.107, H8 1.107
2 C 0.763 -0.889 -0.107  C1 1.530, C4 1.530, H9 1.107, H10 1.107
3 C 2.061 1.129 -0.880  C1 1.530, C5 1.530, H11 1.107, H12 1.107
4 C -0.368 -0.533 -1.075  C2 1.530, C6 1.530, H13 1.107, H14 1.107
5 C 0.931 1.486 -1.848  C3 1.530, C6 1.530, H15 1.107, H16 1.107
6 C -0.415 0.975 -1.330  C4 1.530, C5 1.530, H17 1.107, H18 1.107
7 H 2.347 -0.895 -1.575  C1 1.107
8 H 2.912 -0.618 0.099  C1 1.107
9 H 0.555 -0.421 0.874  C2 1.107
10 H 0.803 -1.985 0.045  C2 1.107
11 H 3.032 1.479 -1.282  C3 1.107
12 H 1.887 1.650 0.081  C3 1.107
13 H -1.338 -0.883 -0.673  C4 1.107
14 H -0.194 -1.053 -2.036  C4 1.107
15 H 1.138 1.018 -2.829  C5 1.107
16 H 0.890 2.582 -2.000  C5 1.107
17 H -1.218 1.215 -2.054  C6 1.107
18 H -0.653 1.492 -0.380  C6 1.107
19 O -2.539 -1.980 2.754  C20 1.424, H21 0.980
20 C -2.706 -0.601 3.066  O19 1.424, H22 1.103, H23 1.103, H24 1.103
21 H -1.679 -2.082 2.294  O19 0.980
22 H -3.677 -0.511 3.582  C20 1.103
23 H -2.728 0.031 2.163  C20 1.103
24 H -1.915 -0.228 3.738  C20 1.103

natural (NBO) atomic charge list, values in e, 4 entries: C -0.399; C -0.401; C -0.399; C -0.400

***

Model two:
The following is a quantum chemistry calculation of 2 unconnected molecules or ions with the total composition C7H16O, from the OMol25 dataset.

Values from the calculation:
- Spin multiplicity: 1
- HOMO-LUMO gap: 0.34101 Ha
- Molar mass: 116.20 g/mol
- Structure (SMILES): CCC(C)=C(C)C.O
- HOMO level: -0.310 Ha

Each atom is followed by the atoms it is bonded to, with distances in Å.
CARTESIAN COORDINATES (ANGSTROEM)
1 C -2.143 2.140 2.050  C2 1.347, C3 1.511, C4 1.517
2 C -0.890 1.812 1.678  C1 1.347, C5 1.549, C7 1.507
3 C -2.553 2.686 3.397  C1 1.511, H8 1.103, H9 1.103, H10 1.103
4 C -3.331 2.089 1.109  C1 1.517, H11 1.103, H12 1.103, H13 1.103
5 C 0.346 1.849 2.610  C2 1.549, H14 1.103, H15 1.103, H16 1.103
6 C 0.000 0.000 0.000  C7 1.536, H17 1.103, H18 1.103, H19 1.103
7 C -0.473 1.434 0.280  C2 1.507, C6 1.536, H20 1.107, H21 1.107
8 H -3.466 2.142 3.688  C3 1.103
9 H -2.784 3.764 3.355  C3 1.103
10 H -1.783 2.522 4.170  C3 1.103
11 H -3.558 3.068 0.654  C4 1.103
12 H -4.192 1.780 1.725  C4 1.103
13 H -3.193 1.349 0.302  C4 1.103
14 H 0.044 1.311 3.524  C5 1.103
15 H 0.586 2.892 2.878  C5 1.103
16 H 1.255 1.372 2.205  C5 1.103
17 H -0.236 -0.389 -1.005  C6 1.103
18 H -0.562 -0.587 0.745  C6 1.103
19 H 1.079 -0.137 0.186  C6 1.103
20 H 0.332 2.126 -0.035  C7 1.107
21 H -1.357 1.636 -0.354  C7 1.107
22 O 1.023 -0.599 -4.052  H23 0.984, H24 0.984
23 H 1.124 -0.537 -5.029  O22 0.984
24 H 1.019 -1.565 -3.864  O22 0.984

natural (NBO) atomic charge list, values in e, 4 entries: C 0.001; C 0.018; C -0.641; C -0.642

***

Winner for stability: model one

***

Model one:
The following is a quantum chemistry calculation of 2 unconnected molecules or ions with the total composition CHIS2, from the OMol25 dataset.

Values from the calculation:
- Spin multiplicity: 1
- HOMO-LUMO gap: 0.35351 Ha
- Molar mass: 204.06 g/mol
- HOMO level: -0.355 Ha

Each atom is followed by the atoms it is bonded to, with distances in Å.
CARTESIAN COORDINATES (ANGSTROEM)
1 C -1.752 0.211 0.332  S2 1.548, S3 1.549
2 S -1.621 1.754 0.332  C1 1.548
3 S -1.768 -1.336 0.244  C1 1.549
4 I 2.282 0.036 -1.150  H5 1.660
5 H 2.859 -0.665 0.241  I4 1.660

natural (NBO) atomic charge list, values in e, 4 entries: C -0.370; S 0.186; S 0.184; I -0.108

***

Model two:
The following is a quantum chemistry calculation of 2 unconnected molecules or ions with the total composition CHIS2, from the OMol25 dataset.

Values from the calculation:
- Spin multiplicity: 1
- HOMO-LUMO gap: 0.34413 Ha
- Molar mass: 204.06 g/mol
- HOMO level: -0.359 Ha

Each atom is followed by the atoms it is bonded to, with distances in Å.
CARTESIAN COORDINATES (ANGSTROEM)
1 C 0.274 0.604 1.124  S2 1.533, S3 1.580
2 S -1.242 0.744 0.951  C1 1.533
3 S 1.851 0.522 1.081  C1 1.580
4 I -0.225 -1.106 -2.311  H5 1.566
5 H -0.658 -0.764 -0.845  I4 1.566

natural (NBO) atomic charge list, values in e, 4 entries: C -0.372; S 0.214; S 0.185; I -0.100

***

Winner for stability: model one